Entry 1:
Density functional theory data (ωB97M-V/def2-TZVPD) for a 12-piece molecular cluster, H24O12 overall.

```
36
Properties=species:S:1:pos:R:3:lowdin_charge:R:1
O 0.67 0.10 -0.92 -0.046
H 0.01 -0.60 -0.86 0.006
H 0.18 0.84 -1.28 0.022
O 0.78 -5.39 -0.30 -0.049
H 0.60 -4.74 0.39 0.012
H 0.92 -4.86 -1.09 0.036
O 1.99 -3.20 2.08 -0.043
H 1.79 -3.92 2.69 0.045
H 2.05 -3.63 1.22 0.014
O -4.17 -0.30 -3.52 -0.049
H -3.42 -0.45 -2.94 0.006
H -3.83 0.31 -4.19 0.007
O -0.47 4.33 0.02 -0.055
H -0.32 3.93 -0.84 0.024
H 0.32 4.87 0.17 0.043
O -0.78 1.64 1.43 -0.057
H -1.07 1.56 0.51 -0.004
H -1.37 1.04 1.91 0.022
O 2.79 2.18 1.91 -0.091
H 2.78 2.91 2.54 0.028
H 2.66 1.39 2.45 -0.052
O -2.13 1.64 -4.90 -0.051
H -2.22 2.34 -4.25 0.044
H -1.60 2.03 -5.60 0.048
O 3.84 -0.10 2.22 -0.089
H 3.51 -0.89 1.78 0.048
H 4.75 -0.01 1.92 0.063
O -1.31 -2.44 -1.97 -0.042
H -2.06 -1.93 -2.30 0.017
H -0.66 -2.36 -2.67 0.049
O 2.31 0.24 3.57 -0.075
H 1.47 0.27 3.09 0.067
H 2.07 0.41 4.48 0.077
O -3.53 1.09 1.40 -0.048
H -3.42 0.16 1.18 0.043
H -3.13 1.55 0.65 0.030
```

Properties
SMILES ... O.O.O.O.O.O.O.O.O.O.O.O
Net charge ... 0

---

Entry 2:
Density functional theory data (ωB97M-V/def2-TZVPD) for a 12-piece molecular cluster, H24O12 overall.

```
36
Properties=species:S:1:pos:R:3:lowdin_charge:R:1
O -1.81 -0.87 1.69 -0.022
H -2.71 -1.09 1.40 0.106
H -2.02 -0.39 2.46 0.044
O -1.04 -1.91 -1.89 -0.068
H -0.88 -2.34 -1.05 -0.027
H -1.97 -2.08 -2.20 0.087
O -2.75 1.98 1.29 -0.030
H -2.16 1.26 1.41 -0.028
H -3.49 1.86 1.90 0.039
O -1.79 0.15 -3.64 -0.068
H -1.64 -0.51 -4.29 0.027
H -1.36 -0.28 -2.84 0.015
O 2.22 -1.12 0.55 -0.069
H 2.13 -1.86 -0.07 0.053
H 1.49 -0.51 0.39 -0.044
O 0.34 3.31 -0.70 -0.044
H 0.87 2.58 -0.43 -0.046
H -0.30 2.98 -1.32 0.013
O 0.78 1.09 -2.64 -0.025
H 1.50 0.53 -2.97 0.074
H 0.16 1.04 -3.34 0.007
O 0.12 0.26 0.07 0.002
H -0.47 -0.39 0.45 0.010
H 0.01 0.32 -0.83 -0.014
O -0.20 -3.37 0.28 -0.001
H 0.01 -3.07 1.13 -0.030
H -0.97 -3.87 0.49 0.054
O 0.52 -2.23 2.81 -0.017
H -0.24 -1.74 2.52 -0.020
H 1.19 -1.58 2.73 0.026
O 2.74 1.84 -0.10 0.024
H 2.76 0.93 -0.21 -0.003
H 3.53 2.08 0.29 0.039
O 1.47 2.43 2.32 -0.009
H 1.81 2.20 1.46 -0.025
H 2.14 2.38 2.91 -0.032
```

Properties
SMILES ... O.O.O.O.O.O.O.O.O.O.O.O
Net charge ... 0

---

Entry 3:
Density functional theory data (ωB97M-V/def2-TZVPD) for a 12-piece molecular cluster, H24O12 overall.

```
36
Properties=species:S:1:pos:R:3:lowdin_charge:R:1
O -0.48 -0.74 0.82 -0.076
H -1.41 -0.68 0.60 0.013
H -0.12 0.12 0.59 0.031
O 2.16 -2.36 0.52 -0.058
H 2.71 -3.12 0.28 0.024
H 2.19 -1.81 -0.27 0.000
O -0.82 -2.56 3.72 -0.053
H -0.59 -2.70 4.64 0.032
H -1.59 -3.14 3.58 0.031
O 1.79 -2.90 -1.86 -0.058
H 2.56 -3.33 -1.47 0.038
H 1.50 -3.52 -2.54 0.055
O 3.20 0.76 1.41 -0.060
H 2.24 0.91 1.37 0.019
H 3.53 1.51 1.92 0.037
O -4.67 -1.20 -2.12 -0.061
H -4.32 -0.33 -2.35 0.017
H -3.92 -1.79 -2.23 0.027
O -1.33 1.00 2.06 -0.064
H -1.76 0.17 2.30 0.046
H -1.43 1.55 2.84 0.052
O -2.23 -0.59 -1.14 -0.046
H -2.40 -0.08 -1.94 0.050
H -1.33 -0.93 -1.27 0.035
O 1.04 0.19 -2.01 -0.063
H 0.29 0.64 -2.41 0.068
H 0.66 -0.22 -1.22 0.024
O -2.90 3.50 0.42 -0.066
H -3.65 2.95 0.66 0.032
H -2.66 3.94 1.25 0.031
O 3.05 0.83 -1.27 -0.090
H 2.41 1.54 -1.43 0.010
H 2.80 0.15 -1.91 0.017
O 1.93 4.15 -0.14 -0.050
H 1.47 3.39 -0.52 0.018
H 2.08 4.73 -0.90 0.039
```

Properties
SMILES ... O.O.O.O.O.O.O.O.O.O.O.O
Net charge ... 0

---

Computed values of molecular weight (unit: u) for the preceding records, in sequence: 216.2, 216.2, 216.2.
Computed values of highest occupied orbital energy (unit: hartree) for the preceding records, in sequence: -0.350, -0.363, -0.364.
Computed values of ΔE to the lowest compared entry with this formula, charge and spin (unit: kJ/mol) for the preceding records, in sequence: 421.81, 210.11, 485.91.